1.
ORCA calculation (ωB97M-V/def2-TZVPD) on a cluster of 3 separate species, C17H28BBr3F8NO12P2S in total.

Geometry as ORCA input:
```
! RIJCOSX wB97M-V def2-TZVPD def2/J DEFGRID3
* xyz -1 1
O 1.266 -5.996 -0.681
C 0.314 -5.647 -1.316
F 0.207 -6.074 -2.575
N -0.734 -4.847 -0.838
C -0.598 -4.641 0.572
O 0.257 -4.008 1.110
F -1.566 -5.218 1.288
C -0.881 -3.573 -1.572
Br 0.965 -2.961 -2.190
O -1.259 -2.528 -0.798
B -2.075 -1.576 -1.632
S -3.991 -1.567 -1.152
C -1.563 -0.045 -1.356
C -1.342 0.795 -2.641
C 0.125 0.980 -3.055
F 0.994 0.285 -2.316
Br 0.340 0.269 -4.904
C 0.587 2.511 -3.087
F 0.724 2.946 -4.332
F -0.187 3.300 -2.367
Br 2.398 2.676 -2.299
O -1.904 -2.140 -2.974
C -1.963 -3.486 -2.713
C -1.901 -4.428 -3.904
C -0.927 -3.995 -5.018
C -0.837 -5.118 -6.035
F 0.012 -4.768 -7.015
F -0.461 -6.277 -5.507
F -2.021 -5.332 -6.636
H -4.661 -1.394 -2.308
H -2.345 0.451 -0.783
H -0.695 -0.081 -0.689
H -1.871 1.741 -2.519
H -1.838 0.295 -3.473
H -2.851 -3.839 -2.158
H -1.752 -5.459 -3.586
H -2.903 -4.418 -4.350
H -1.389 -3.157 -5.539
H 0.064 -3.737 -4.653
C 3.788 8.610 -0.364
O 2.848 7.586 -0.736
P 1.616 7.254 0.370
O 1.875 5.803 0.601
O 0.437 7.537 -0.705
C 0.633 7.575 -2.113
O 0.494 7.578 1.568
C 1.024 8.062 2.811
H 4.526 8.698 -1.158
H 3.283 9.573 -0.244
H 4.296 8.343 0.566
H 1.078 6.648 -2.474
H 1.245 8.430 -2.394
H -0.347 7.692 -2.572
H 1.543 9.013 2.667
H 1.709 7.329 3.244
H 0.193 8.219 3.494
C 1.418 -2.532 4.195
O 0.774 -1.637 5.134
P -0.284 -2.342 6.226
O -1.533 -1.587 5.917
O 0.489 -1.791 7.543
C 1.411 -0.712 7.520
O -0.882 -3.593 7.158
C -1.210 -4.798 6.446
H 2.056 -1.945 3.541
H 2.033 -3.261 4.732
H 0.674 -3.053 3.590
H 0.959 0.186 7.099
H 2.308 -0.983 6.965
H 1.697 -0.508 8.551
H -0.324 -5.218 5.966
H -1.977 -4.599 5.694
H -1.593 -5.520 7.163
*
```

Summary:
M = 934.93 g/mol
E = -306104.059 eV
lowest unoccupied orbital energy = 0.301 eV
frontier orbital gap = 5.6 eV

Results of the Mulliken charge analysis, in e, for atoms 1 through 4: O -0.5338; C 0.6223; F -0.1409; N 0.2947

---

2.
ORCA calculation (ωB97M-V/def2-TZVPD) on a cluster of 8 separate species, C13H28Cl14FNO4SSi in total.

Geometry as ORCA input:
```
! RIJCOSX wB97M-V def2-TZVPD def2/J DEFGRID3
* xyz 0 1
C 2.084 -0.965 -0.316
C 1.612 0.340 0.236
O 2.186 1.378 0.136
O 0.440 0.319 0.952
C -0.565 -0.563 0.476
N -1.880 -0.160 0.999
Si -3.168 -1.270 0.308
C -4.073 -1.996 1.775
C -4.321 -0.435 -0.892
C -2.378 -2.714 -0.590
S -2.140 1.446 0.756
O -2.164 1.764 -0.634
O -1.373 2.268 1.623
F -3.593 1.460 1.317
H 1.631 -1.136 -1.296
H 1.769 -1.795 0.315
H 3.164 -0.963 -0.405
H -0.373 -1.567 0.859
H -0.545 -0.572 -0.618
H -3.342 -2.351 2.506
H -4.619 -2.883 1.446
H -4.761 -1.288 2.234
H -3.782 -0.229 -1.818
H -5.109 -1.161 -1.120
H -4.812 0.454 -0.505
H -3.161 -3.413 -0.881
H -1.626 -3.231 0.007
H -1.918 -2.352 -1.514
C 2.843 -3.318 -3.184
Cl 1.082 -3.347 -2.989
Cl 3.689 -3.601 -1.657
H 3.120 -4.101 -3.880
H 3.133 -2.347 -3.567
C 0.306 4.482 -0.408
Cl 2.066 4.631 -0.513
Cl -0.445 4.468 -2.012
H 0.065 3.555 0.100
H -0.079 5.328 0.145
C 2.200 6.458 2.466
Cl 2.977 7.014 3.954
Cl 0.438 6.404 2.629
H 2.455 7.139 1.663
H 2.556 5.461 2.240
C -4.574 -1.708 -4.944
Cl -3.883 -0.223 -4.279
Cl -4.150 -3.137 -3.997
H -5.652 -1.608 -4.954
H -4.194 -1.839 -5.950
C 0.002 2.505 -5.493
Cl 1.348 1.360 -5.446
Cl -1.277 1.982 -6.598
H -0.415 2.584 -4.496
H 0.377 3.465 -5.828
C 2.972 -0.516 3.463
Cl 3.944 -1.599 2.453
Cl 3.770 -0.163 4.999
H 2.822 0.416 2.930
H 2.022 -0.994 3.668
C 5.538 -3.316 6.766
Cl 4.678 -4.548 5.836
Cl 5.365 -3.555 8.509
H 6.590 -3.366 6.513
H 5.129 -2.346 6.506
*
```

Summary:
M = 837.86 g/mol
E = -220360.930 eV
lowest unoccupied orbital energy = 0.243 eV
frontier orbital gap = 10.8 eV

Results of the natural (NBO) charge analysis, in e, for atoms 1 through 4: C -0.7598; C 0.7980; O -0.5368; O -0.5341

---

3.
ORCA calculation (ωB97M-V/def2-TZVPD) on a cluster of 7 separate species, CH16O6 in total.

Geometry as ORCA input:
```
! RIJCOSX wB97M-V def2-TZVPD def2/J DEFGRID3
* xyz 0 1
C -1.342 0.903 -1.962
H -1.298 0.140 -1.196
H -2.277 0.778 -2.516
H -0.512 0.821 -2.639
H -1.402 1.907 -1.590
H 3.608 -0.154 -0.345
H 2.382 0.767 -0.413
O 2.671 -0.112 -0.106
H -0.115 -2.592 0.144
H -1.651 -2.728 0.021
O -0.954 -2.442 0.613
H -2.012 -0.990 1.243
H -3.141 -0.517 2.186
O -2.390 -0.184 1.677
H 0.603 2.874 -0.718
H 0.931 1.988 0.452
O 1.159 2.135 -0.487
H 1.612 -1.347 -1.080
H 0.363 -0.981 -1.850
O 0.888 -1.743 -1.595
H 0.473 0.949 2.532
H -0.987 0.934 2.084
O -0.166 1.460 2.034
*
```

Summary:
M = 124.13 g/mol
E = -13582.418 eV
energy above the lowest of the compared OMol25 structures with the same formula, charge and spin = 4.5 kcal/mol
lowest unoccupied orbital energy = 0.550 eV
frontier orbital gap = 11.6 eV

Results of the natural (NBO) charge analysis, in e, for atoms 1 through 4: C -0.8456; H 0.2158; H 0.2095; H 0.2061

---

4.
ORCA calculation (ωB97M-V/def2-TZVPD) on a cluster of 3 separate species, C19H36NO13S3 in total.

Geometry as ORCA input:
```
! RIJCOSX wB97M-V def2-TZVPD def2/J DEFGRID3
* xyz 0 2
C 0.841 -1.403 5.083
C 1.806 -2.230 4.065
C 1.160 -3.601 3.578
O 0.657 -4.337 4.467
O 1.056 -4.046 2.237
C 0.571 -2.969 1.364
C -0.925 -2.529 1.706
C -1.441 -1.254 0.848
S -2.686 -0.398 1.979
C -3.750 0.819 1.089
O -3.512 -1.487 2.620
O -1.956 0.391 3.062
C -2.185 -1.652 -0.517
C -1.219 -1.998 -1.753
C -1.950 -1.564 -3.112
C -1.130 -3.629 -1.811
N 0.191 -1.521 -1.613
O 0.691 -1.394 -2.837
C 0.305 -0.202 -0.921
C -0.275 1.049 -1.736
C 1.902 0.077 -0.761
C -0.296 -0.158 0.563
H 1.361 -1.141 6.058
H 0.450 -0.456 4.583
H -0.082 -2.026 5.362
H 2.725 -2.517 4.699
H 2.159 -1.538 3.235
H 1.344 -2.137 1.414
H 0.585 -3.410 0.309
H -1.669 -3.386 1.579
H -1.023 -2.200 2.810
H -4.374 1.421 1.842
H -4.516 0.209 0.482
H -3.198 1.475 0.341
H -2.954 -0.896 -0.885
H -2.778 -2.615 -0.289
H -1.974 -0.444 -3.305
H -1.528 -2.096 -4.042
H -3.054 -1.898 -3.044
H -1.328 -4.113 -0.799
H -1.840 -4.001 -2.638
H -0.074 -3.942 -2.153
H 0.093 1.109 -2.823
H 0.143 1.996 -1.228
H -1.407 1.119 -1.640
H 2.423 -0.902 -0.451
H 2.348 0.418 -1.754
H 2.055 0.892 0.033
H -0.801 0.873 0.684
H 0.533 -0.177 1.360
C 6.313 1.572 -2.175
C 7.370 0.570 -1.736
O 6.845 -0.027 -0.551
S 5.227 -0.087 -0.661
O 4.856 -1.395 -1.110
O 4.672 0.519 0.511
O 5.061 0.942 -1.905
H 6.368 2.489 -1.582
H 6.394 1.820 -3.234
H 8.332 1.042 -1.536
H 7.501 -0.218 -2.483
C -4.771 5.227 -0.679
C -3.696 6.302 -0.730
O -2.459 5.588 -0.728
S -2.662 4.174 -1.496
O -2.210 4.327 -2.846
O -2.203 3.123 -0.639
O -4.283 4.167 -1.503
H -4.894 4.841 0.337
H -5.731 5.586 -1.049
H -3.748 6.984 0.118
H -3.754 6.874 -1.661
*
```

Summary:
M = 582.69 g/mol
E = -80891.991 eV
expectation value of S² = 0.7541
lowest unoccupied orbital energy (alpha / beta) = 0.178 / -0.354 eV
frontier orbital gap (alpha / beta) = 9.3 / 9.4 eV

Results of the Mulliken charge analysis, in e, for atoms 1 through 4: C -0.8787; C 0.0056; C 0.3281; O -0.5639

---

5.
ORCA calculation (ωB97M-V/def2-TZVPD) on a structure of composition C41H33N3O2STeTi.

Geometry as ORCA input:
```
! RIJCOSX wB97M-V def2-TZVPD def2/J DEFGRID3
* xyz 0 1
Ti -0.100 1.682 -1.124
C 6.807 -0.393 0.136
C 5.450 0.241 -0.033
C 5.281 1.627 -0.033
C 4.038 2.212 -0.167
C 3.973 3.708 -0.162
O 4.799 4.354 -0.774
C 2.980 4.405 0.714
C 2.631 5.717 0.412
C 1.789 6.425 1.254
C 1.307 5.828 2.415
C 1.651 4.518 2.715
C 2.480 3.805 1.862
C 2.887 1.433 -0.369
O 1.753 2.039 -0.583
C 3.034 0.031 -0.365
C 4.312 -0.527 -0.189
C 1.880 -0.860 -0.515
N 0.708 -0.438 -0.851
C -0.438 -1.362 -0.838
C -1.337 -0.513 1.379
Te -2.096 -2.371 2.194
C -4.130 -3.578 0.063
C -4.452 -3.927 -1.328
C -4.290 -5.235 -1.846
C -3.856 -6.252 -1.067
C -3.657 -6.025 0.343
C -3.840 -4.813 0.882
C 2.097 -2.312 -0.219
C 2.239 -3.222 -1.259
C 2.413 -4.571 -0.983
C 2.436 -5.015 0.332
C 2.293 -4.105 1.371
C 2.133 -2.756 1.097
H 7.592 0.362 0.131
H 7.013 -1.099 -0.669
H 6.874 -0.940 1.079
H 6.143 2.276 0.072
H 3.038 6.169 -0.482
H 1.511 7.443 1.013
H 0.663 6.386 3.083
H 1.283 4.054 3.622
H 2.752 2.782 2.096
H 4.411 -1.606 -0.191
H -0.202 -2.304 -0.347
H -0.734 -1.563 -1.870
H -1.904 0.319 1.789
H -0.280 -0.391 1.617
H -4.780 -3.116 -1.962
H -4.507 -5.415 -2.891
H -3.709 -7.240 -1.481
H -3.410 -6.861 0.986
H -3.794 -4.677 1.958
H 2.209 -2.874 -2.285
H 2.525 -5.276 -1.797
H 2.564 -6.068 0.547
H 2.303 -4.447 2.398
H 2.024 -2.042 1.906
S -0.516 3.051 -3.101
C -1.090 4.092 -1.826
C -1.771 5.295 -2.038
C -2.198 6.017 -0.946
C -1.955 5.542 0.343
C -1.283 4.353 0.481
N -0.854 3.654 -0.574
H -1.952 5.629 -3.050
H -2.727 6.950 -1.087
H -2.281 6.089 1.216
H -1.059 3.934 1.454
N -1.447 0.730 -0.729
C -1.576 -0.578 -0.151
C -2.945 -1.239 -0.305
C -4.002 -0.491 -0.656
C -5.414 -0.778 -0.595
C -6.057 -1.871 -0.115
C -5.506 -3.106 0.302
C -2.908 -2.637 0.182
H -3.743 0.511 -0.984
H -6.056 0.039 -0.904
H -7.136 -1.783 -0.035
H -6.179 -3.864 0.682
H -2.108 -3.159 -0.351
*
```

Summary:
M = 807.27 g/mol
E = -92860.476 eV
energy above the lowest of the compared OMol25 structures with the same formula, charge and spin = 32.7 kcal/mol
lowest unoccupied orbital energy = -0.892 eV
frontier orbital gap = 5.7 eV

Results of the Mulliken charge analysis, in e, for atoms 1 through 4: Ti 0.4443; C -1.5438; C 0.0027; C -0.6686

---

6.
ORCA calculation (ωB97M-V/def2-TZVPD) on a structure of composition C21H30BGeN8OZn.

Geometry as ORCA input:
```
! RIJCOSX wB97M-V def2-TZVPD def2/J DEFGRID3
* xyz -1 1
Zn -0.530 0.513 -0.333
C 1.071 4.799 -0.232
C 0.846 3.600 -0.931
N 0.006 2.812 -0.275
N -0.343 3.490 0.849
C 0.288 4.679 0.896
B -1.466 2.994 1.784
N -1.028 1.736 2.571
C -1.192 1.476 3.878
C -0.741 0.193 4.123
C -0.305 -0.264 2.870
N -0.475 0.671 1.941
N -2.680 2.608 0.918
C -3.952 3.035 0.998
C -4.673 2.417 -0.003
C -3.733 1.605 -0.659
N -2.530 1.729 -0.102
H 1.700 5.630 -0.516
H 1.253 3.276 -1.877
H 0.121 5.356 1.720
H -1.767 3.875 2.558
H -1.617 2.217 4.539
H -0.721 -0.333 5.065
H 0.131 -1.217 2.600
H -4.248 3.741 1.759
H -5.720 2.539 -0.231
H -3.861 0.934 -1.493
C -3.234 -2.701 -0.445
C -2.433 -1.948 -1.475
O -2.232 -0.732 -1.355
N -1.909 -2.656 -2.469
C -0.624 -2.184 -3.105
C 0.548 -2.680 -2.333
C 0.969 -3.981 -2.414
C 1.592 -4.638 -1.326
C 1.383 -4.011 -0.047
C 1.007 -2.712 0.022
N 1.012 -1.943 -1.180
H -3.477 -2.027 0.375
H -2.645 -3.541 -0.064
H -4.160 -3.089 -0.875
H -1.892 -3.652 -2.300
H -0.698 -1.099 -3.108
H -0.597 -2.550 -4.130
H 0.713 -4.536 -3.323
H 1.947 -5.658 -1.405
H 1.441 -4.589 0.875
H 0.683 -2.208 0.934
C 2.917 -0.259 1.662
Ge 2.838 -0.128 -0.283
C 4.061 -1.456 -1.017
C 3.628 1.616 -0.696
C 1.103 -0.512 -1.109
H 3.885 0.115 2.016
H 2.797 -1.296 1.981
H 2.127 0.348 2.114
H 5.059 -1.360 -0.570
H 4.148 -1.321 -2.101
H 3.669 -2.459 -0.825
H 4.698 1.566 -0.465
H 3.183 2.408 -0.091
H 3.517 1.874 -1.755
H 1.141 -0.111 -2.127
*
```

Summary:
M = 559.34 g/mol
E = -141844.039 eV
energy above the lowest of the compared OMol25 structures with the same formula, charge and spin = 12.5 kcal/mol
lowest unoccupied orbital energy = 2.656 eV
frontier orbital gap = 3.8 eV

Results of the natural (NBO) charge analysis, in e, for atoms 1 through 4: Zn 1.4895; C -0.3730; C -0.0321; N -0.3556

---

7.
ORCA calculation (ωB97M-V/def2-TZVPD) on a cluster of 12 separate species, H24O12 in total.

Geometry as ORCA input:
```
! RIJCOSX wB97M-V def2-TZVPD def2/J DEFGRID3
* xyz 0 1
H 0.572 0.258 -0.324
H -0.230 1.038 -1.353
H 1.929 1.539 -0.575
H 0.876 1.697 0.509
H 2.268 -3.067 -1.868
H 2.289 -2.477 -3.268
H 0.106 -3.935 -2.568
H -1.409 -3.815 -2.575
H 4.531 0.917 3.669
H 3.773 1.096 2.365
H -1.329 -0.178 0.842
H -0.940 -0.573 2.257
H -2.315 3.257 -2.220
H -2.641 3.897 -0.880
H 3.510 3.597 -1.897
H 3.323 4.123 -0.483
H -3.984 2.224 0.798
H -4.674 0.902 1.087
H 1.189 -1.866 0.639
H 2.595 -1.431 0.261
H -0.808 -2.280 1.459
H -0.015 -2.949 2.570
H -3.205 -0.833 0.912
H -4.709 -0.889 1.121
O -0.005 0.139 -1.087
O 1.085 1.967 -0.392
O 2.838 -2.592 -2.484
O -0.609 -3.357 -2.856
O 4.135 0.418 2.946
O -1.223 0.183 1.730
O -2.845 3.128 -1.425
O 2.842 3.956 -1.301
O -4.014 1.305 0.512
O 2.013 -1.544 1.021
O -0.907 -2.672 2.334
O -4.013 -1.186 0.524
*
```

Summary:
M = 216.18 g/mol
E = -24957.509 eV
energy above the lowest of the compared OMol25 structures with the same formula, charge and spin = 96.5 kcal/mol
lowest unoccupied orbital energy = -0.056 eV
frontier orbital gap = 10.4 eV

Results of the natural (NBO) charge analysis, in e, for atoms 1 through 4: H 0.4563; H 0.4963; H 0.4711; H 0.4720

---

8.
ORCA calculation (ωB97M-V/def2-TZVPD) on an isolated molecule of C7H15N.

Geometry as ORCA input:
```
! RIJCOSX wB97M-V def2-TZVPD def2/J DEFGRID3
* xyz 0 1
C 1.274 -1.049 -0.477
N 0.843 0.120 0.352
C -0.031 1.053 -0.390
C -1.336 1.304 0.411
C -1.489 2.746 0.836
C -2.137 3.694 0.144
C 1.222 -2.313 0.456
C 1.012 -3.510 -0.445
H 0.575 -1.107 -1.304
H 2.268 -1.024 -0.881
H 1.563 0.641 0.834
H -0.324 0.684 -1.373
H 0.457 1.974 -0.725
H -2.144 1.109 -0.306
H -1.439 0.617 1.253
H -1.035 2.878 1.799
H -2.519 3.600 -0.849
H -2.284 4.623 0.669
H 2.189 -2.438 0.948
H 0.508 -2.162 1.236
H 1.591 -3.529 -1.373
H 1.264 -4.416 0.065
H -0.029 -3.496 -0.878
*
```

Summary:
M = 113.20 g/mol
E = -8990.580 eV
energy above the lowest of the compared OMol25 structures with the same formula, charge and spin = 44.1 kcal/mol
lowest unoccupied orbital energy = 1.176 eV
frontier orbital gap = 9.8 eV

Results of the natural (NBO) charge analysis, in e, for atoms 1 through 4: C -0.2060; N -0.6556; C -0.2181; C -0.4592